(1)
{"formula": "C17H43N2O5V", "method": "ωB97M-V/def2-TZVPD", "multiplicity": 3, "s2": 2.009, "lumo_ev": [0.522, 0.519], "gap_ev": [7.6, 9.0], "symbols": ["V", "C", "C", "C", "O", "H", "H", "H", "H", "H", "H", "H", "C", "C", "C", "O", "H", "H", "H", "H", "H", "H", "H", "C", "C", "C", "O", "H", "H", "H", "H", "H", "H", "H", "C", "C", "C", "O", "C", "N", "H", "H", "H", "H", "H", "H", "H", "H", "H", "H", "H", "C", "C", "C", "O", "C", "N", "H", "H", "H", "H", "H", "H", "H", "H", "H", "H", "H"], "xyz": [[0.014, -0.073, 0.307], [-1.232, -3.491, -0.815], [-1.701, -2.081, -0.850], [-3.277, -2.028, -0.993], [-1.270, -1.409, 0.300], [-1.846, -3.994, -1.546], [-1.431, -3.930, 0.166], [-0.213, -3.593, -1.123], [-1.340, -1.569, -1.770], [-3.501, -2.614, -1.879], [-3.781, -1.102, -1.190], [-3.748, -2.528, -0.160], [2.146, -2.350, -1.321], [2.217, -0.842, -1.462], [2.662, -0.566, -2.897], [0.953, -0.383, -1.303], [1.873, -2.571, -0.302], [3.038, -2.929, -1.533], [1.229, -2.645, -1.833], [3.033, -0.396, -0.806], [2.655, 0.530, -3.092], [2.036, -1.036, -3.623], [3.689, -0.888, -2.903], [2.981, -1.966, 2.774], [1.449, -1.987, 2.171], [0.376, -2.379, 3.175], [1.025, -0.726, 1.774], [3.655, -1.557, 2.021], [3.300, -2.970, 3.129], [3.017, -1.222, 3.589], [1.457, -2.720, 1.361], [0.390, -1.723, 4.035], [0.319, -3.476, 3.412], [-0.549, -2.149, 2.670], [3.166, 1.960, 0.805], [1.829, 2.779, 0.421], [1.692, 2.739, -1.047], [0.406, 3.236, -1.448], [0.322, 2.870, -2.788], [0.669, 2.024, 0.948], [4.004, 2.582, 0.458], [3.111, 1.040, 0.261], [3.188, 1.847, 1.883], [1.861, 3.826, 0.805], [1.765, 1.705, -1.394], [2.396, 3.368, -1.519], [-0.625, 3.067, -3.249], [0.444, 1.787, -2.839], [1.050, 3.480, -3.337], [0.889, 1.753, 1.886], [-0.159, 2.572, 0.960], [-3.821, 2.230, -1.114], [-2.617, 1.924, -0.218], [-2.971, 1.320, 1.124], [-1.744, 1.061, 1.880], [-2.064, 0.425, 3.092], [-1.615, 1.064, -0.851], [-3.454, 2.334, -2.134], [-4.448, 3.125, -0.984], [-4.421, 1.302, -1.294], [-2.062, 2.825, -0.016], [-3.453, 0.315, 1.235], [-3.590, 2.025, 1.662], [-1.181, 0.355, 3.748], [-2.376, -0.602, 2.802], [-2.827, 0.927, 3.619], [-0.958, 1.659, -1.331], [-2.028, 0.435, -1.509]], "forces_ev_per_angstrom": [[-0.9, -0.3, 1.1], [-0.9, -0.5, -0.2], [-1.5, 1.9, 0.0], [1.2, -1.2, -0.3], [0.0, -0.1, 0.0], [0.0, -0.7, -0.3], [0.2, 0.0, -0.1], [0.6, -0.1, 0.2], [0.3, -0.3, 0.3], [-0.2, -0.3, -0.2], [0.2, 1.0, 0.3], [-0.2, -0.1, 0.4], [-0.4, -0.1, 1.1], [1.4, -0.9, -1.4], [0.6, 1.7, 1.0], [-1.1, 1.6, 0.7], [0.2, -0.1, 0.4], [0.1, 0.0, -0.5], [0.6, -0.2, -0.7], [-1.0, -0.5, -0.3], [0.0, -0.6, 0.0], [-0.3, -0.6, -0.4], [0.5, -0.3, -0.8], [-2.1, 0.4, -0.3], [1.3, 0.0, 1.4], [-0.1, -1.6, -0.2], [1.1, 1.0, -0.9], [0.0, -0.4, -0.2], [-0.2, 0.7, -0.3], [-0.1, -0.5, 0.0], [-0.1, 0.0, 0.0], [0.3, -0.1, 0.5], [0.4, 1.0, 0.2], [-0.4, -0.1, -0.2], [-1.7, 2.5, -0.5], [1.0, -1.0, 1.0], [-0.9, 0.1, 0.0], [-0.2, -0.1, 0.8], [0.0, 0.2, -0.9], [1.1, -0.4, -0.2], [0.0, -0.4, 0.2], [0.2, -0.6, 0.1], [0.2, -0.3, 0.1], [0.0, -0.7, -0.1], [0.2, 0.1, 0.1], [1.3, 0.6, -0.6], [-0.9, 0.5, 0.2], [0.5, -0.1, -0.6], [0.2, -0.6, -0.3], [-0.2, -0.2, 0.8], [-0.7, 0.6, 0.1], [-0.2, -1.2, -1.4], [0.0, -0.7, 0.3], [0.6, -1.3, 1.4], [-0.2, 1.5, -0.7], [1.1, -1.8, -0.5], [0.4, 0.4, -0.2], [0.5, 0.4, -0.1], [0.3, -0.5, 0.7], [0.0, 0.7, 0.8], [-0.1, 0.7, 0.3], [-0.2, 0.8, -1.3], [-0.2, 0.3, 0.4], [-0.2, 0.1, -0.5], [0.0, 0.3, 0.6], [-1.1, 0.7, 0.6], [0.0, 0.2, -0.4], [-0.2, -0.5, -0.4]]}

=====

(2)
{"formula": "C17H43NO9PRb", "method": "ωB97M-V/def2-TZVPD", "total_charge": -2, "lumo_ev": 3.436, "gap_ev": 2.6, "symbols": ["Rb", "P", "O", "O", "O", "O", "C", "C", "C", "C", "C", "C", "N", "O", "C", "C", "C", "H", "H", "H", "H", "H", "H", "H", "H", "H", "H", "H", "H", "H", "H", "H", "H", "H", "H", "H", "C", "C", "O", "H", "H", "H", "H", "H", "H", "C", "C", "O", "H", "H", "H", "H", "H", "H", "C", "C", "O", "H", "H", "H", "H", "H", "H", "C", "C", "O", "H", "H", "H", "H", "H", "H"], "xyz": [[3.764, 17.370, 19.230], [3.766, 14.219, 18.082], [2.476, 14.670, 18.779], [5.043, 14.872, 18.772], [3.459, 14.704, 16.634], [3.838, 12.631, 18.004], [3.282, 22.041, 21.528], [2.735, 20.623, 21.359], [1.519, 20.412, 22.357], [0.120, 20.881, 21.799], [-0.127, 20.174, 20.446], [1.008, 20.518, 19.391], [2.361, 20.261, 19.949], [3.422, 20.305, 19.009], [0.676, 19.530, 18.203], [0.840, 21.955, 18.894], [3.786, 19.542, 21.694], [3.825, 22.145, 22.467], [2.535, 22.835, 21.536], [3.945, 22.400, 20.741], [1.476, 19.368, 22.670], [1.778, 20.951, 23.268], [0.002, 21.963, 21.747], [-0.670, 20.605, 22.498], [-1.079, 20.597, 20.127], [-0.205, 19.089, 20.513], [0.881, 18.533, 18.593], [-0.303, 19.666, 17.744], [1.376, 19.627, 17.373], [1.010, 22.650, 19.716], [1.558, 22.242, 18.125], [-0.124, 22.206, 18.452], [3.403, 18.530, 21.565], [4.056, 19.601, 22.748], [4.699, 19.650, 21.107], [3.677, 21.226, 18.917], [7.729, 17.892, 15.795], [7.332, 16.709, 16.621], [6.453, 17.052, 17.627], [8.565, 17.586, 15.166], [8.230, 18.567, 16.490], [6.885, 18.267, 15.216], [8.200, 16.142, 16.957], [6.712, 16.012, 16.057], [6.038, 16.240, 17.928], [-0.351, 16.152, 21.740], [-0.196, 15.718, 20.301], [0.885, 16.361, 19.825], [0.570, 15.945, 22.285], [-1.203, 15.712, 22.257], [-0.528, 17.223, 21.846], [-1.086, 16.039, 19.759], [-0.142, 14.631, 20.248], [1.410, 15.727, 19.331], [4.188, 16.442, 23.485], [4.383, 15.470, 22.371], [5.065, 16.055, 21.324], [3.416, 17.174, 23.248], [5.138, 16.975, 23.440], [4.115, 15.985, 24.472], [3.492, 14.915, 22.078], [4.976, 14.654, 22.785], [5.240, 15.489, 20.569], [4.027, 19.256, 15.507], [3.929, 17.731, 15.504], [3.026, 17.260, 16.438], [4.593, 19.620, 16.365], [3.043, 19.723, 15.563], [4.510, 19.577, 14.584], [4.939, 17.392, 15.734], [3.731, 17.283, 14.530], [3.311, 16.367, 16.643]], "forces_ev_per_angstrom": [[-0.3, -0.4, -0.6], [-0.9, -4.2, -2.1], [-0.9, 1.2, 2.5], [0.0, 0.8, -0.1], [1.9, 1.6, -0.5], [0.6, 2.3, 0.9], [0.1, 0.7, -0.1], [-0.4, -1.3, -0.7], [-0.3, 0.8, -1.0], [1.1, -1.4, 0.3], [1.2, 1.5, 0.3], [-1.4, -0.4, -1.2], [-1.6, -0.5, 0.6], [-0.7, 0.1, 0.7], [1.8, 0.3, 0.5], [0.4, 0.7, 0.3], [0.2, 0.5, 0.7], [0.1, -0.2, 0.1], [-0.6, -0.3, 0.1], [0.4, -0.5, -0.2], [-0.2, -0.2, -0.4], [0.0, 0.2, 0.1], [0.5, 0.2, -0.4], [0.0, -0.3, 0.2], [0.0, -0.3, -0.7], [0.1, 0.1, 0.3], [-0.6, -0.3, -0.2], [-0.2, 0.0, 0.6], [0.2, 0.2, 0.0], [-0.1, 0.2, 0.2], [0.3, -0.3, -0.1], [-0.3, -0.4, 0.1], [-0.2, 0.3, -0.1], [0.2, 0.2, 0.2], [0.0, 0.0, 0.0], [0.1, 0.5, -0.2], [1.0, -0.4, 0.4], [-1.1, -1.4, -0.9], [0.5, 2.1, 1.2], [-0.2, -0.1, -0.6], [-0.6, 0.8, -0.1], [0.3, 0.4, 0.2], [0.3, 0.1, 0.3], [0.6, -0.4, -0.9], [-1.0, -1.5, 0.8], [-0.4, 0.1, 0.9], [-1.5, 0.0, 1.2], [0.5, 2.2, 0.0], [0.0, -0.2, 0.1], [-0.1, -0.4, 0.1], [0.1, 0.3, -0.3], [-0.6, -0.1, -0.3], [0.3, -0.1, -0.2], [2.0, -1.7, -1.4], [0.6, 0.9, -0.4], [-0.1, -2.4, 0.3], [0.3, 1.9, 0.8], [-0.2, -0.1, 0.4], [0.1, 0.4, 0.5], [-0.4, 0.0, -0.1], [-0.5, 0.5, -0.4], [0.5, -0.3, 0.2], [-0.3, -1.4, -1.4], [-0.4, -0.3, -0.3], [0.8, 0.2, 0.1], [-0.6, 2.8, 0.1], [0.1, -0.1, 0.1], [-0.2, 0.0, -0.1], [0.1, 0.2, 0.0], [0.1, -0.3, 0.1], [-0.3, 0.4, -0.5], [-0.1, -3.3, 0.2]]}

=====

| no. | molecular weight (g/mol) | total energy (eV) |
| --- | --- | --- |
| 1 | 406.48 | -57231.81515 |
| 2 | 521.97 | -48189.10492 |